# 1
Molecular formula: C19H40NO5S3
Method: DFT, ωB97M-V/def2-TZVPD

Output
HOMO-LUMO gap (spin up / spin down)	0.3305 / 0.3377	hartree
multiplicity	2
total charge	0
E_HOMO (spin up / spin down)	-8.3498 / -8.7445	eV
electronic energy	-2373.13412	Eh
LUMO energy (spin up / spin down)	0.643 / 0.446	eV

Element x y z (Å)
1 C -2.497 -0.465 3.427
2 C -1.471 0.004 2.942
3 C -0.108 0.190 2.135
4 O 0.739 0.981 2.996
5 C 0.381 2.380 2.992
6 C 1.473 3.182 2.145
7 C 0.656 -1.208 1.953
8 C 0.267 -2.020 0.638
9 C 0.049 -3.552 1.107
10 C 1.532 -2.051 -0.329
11 N -1.002 -1.609 -0.010
12 O -2.061 -2.013 0.630
13 C -1.039 -0.164 -0.366
14 C -2.593 0.262 -0.437
15 C -0.446 0.155 -1.834
16 C -0.328 0.807 0.684
17 H -3.339 -1.087 3.837
18 H 0.496 2.738 4.071
19 H -0.689 2.599 2.708
20 H 2.122 2.386 1.643
21 H 1.045 3.797 1.297
22 H 2.186 3.774 2.796
23 H 0.588 -1.801 2.913
24 H 1.758 -0.929 1.845
25 H -0.367 -4.181 0.266
26 H -0.612 -3.573 2.032
27 H 1.069 -3.916 1.458
28 H 1.787 -1.019 -0.713
29 H 1.298 -2.727 -1.220
30 H 2.417 -2.492 0.212
31 H -2.585 1.329 -0.837
32 H -3.062 0.333 0.593
33 H -3.198 -0.417 -1.104
34 H -0.603 -0.788 -2.444
35 H 0.655 0.449 -1.795
36 H -1.000 1.048 -2.243
37 H 0.670 1.139 0.245
38 H -0.965 1.754 0.716
39 C 5.502 5.527 -0.353
40 S 3.715 5.767 -0.384
41 O 3.169 5.221 0.891
42 C 3.386 4.550 -1.675
43 H 5.922 6.169 0.422
44 H 5.734 4.485 -0.125
45 H 5.924 5.804 -1.320
46 H 3.752 3.570 -1.364
47 H 3.877 4.859 -2.599
48 H 2.310 4.501 -1.836
49 C -5.830 0.453 1.924
50 S -6.240 0.468 0.167
51 O -6.037 1.859 -0.328
52 C -8.015 0.229 0.390
53 H -4.759 0.626 2.030
54 H -6.379 1.242 2.440
55 H -6.083 -0.520 2.348
56 H -8.425 1.033 1.004
57 H -8.195 -0.737 0.865
58 H -8.490 0.243 -0.591
59 C 3.967 -4.731 -4.759
60 S 2.562 -4.041 -3.862
61 O 3.057 -2.870 -3.088
62 C 2.383 -5.417 -2.708
63 H 4.278 -4.012 -5.517
64 H 4.794 -4.913 -4.070
65 H 3.668 -5.662 -5.243
66 H 3.310 -5.556 -2.149
67 H 2.137 -6.325 -3.261
68 H 1.574 -5.184 -2.017

---

# 2
Molecular formula: C19H40O5P
Method: DFT, ωB97M-V/def2-TZVPD

Output
HOMO-LUMO gap	0.2281	hartree
multiplicity	1
total charge	-1
E_HOMO	-3.7817	eV
energy relative to the best compared isomer or geometry (same formula, charge and spin)	4.897	eV
electronic energy	-1465.18605	Eh
LUMO energy	2.425	eV

Element x y z (Å)
1 C 2.573 -0.645 -6.308
2 C 3.097 -1.311 -4.912
3 O 2.003 -1.722 -4.070
4 P 2.632 -2.023 -2.429
5 C 2.253 -3.900 -2.612
6 C 3.469 -2.264 -0.715
7 C 3.631 -0.916 0.134
8 C 2.958 -0.810 1.530
9 C 3.019 0.450 2.436
10 C 3.787 1.710 1.921
11 C 4.494 1.621 0.539
12 C 4.436 0.333 -0.349
13 C 5.216 0.344 -1.763
14 H 2.547 -1.422 -7.142
15 H 1.591 -0.072 -6.169
16 H 3.365 0.144 -6.602
17 H 3.691 -2.244 -5.222
18 H 3.767 -0.501 -4.434
19 H 3.945 -2.170 -3.027
20 H 2.755 -0.584 -2.294
21 H 1.295 -1.888 -1.840
22 H 3.209 -4.524 -2.702
23 H 1.623 -4.010 -3.577
24 H 1.559 -4.224 -1.758
25 H 2.781 -2.958 -0.091
26 H 4.482 -2.814 -0.765
27 H 2.385 -1.715 1.938
28 H 2.499 0.420 3.458
29 H 3.835 2.678 2.541
30 H 5.062 2.538 0.157
31 H 5.218 -0.709 -2.207
32 H 6.293 0.734 -1.664
33 H 4.605 0.996 -2.496
34 C -2.494 2.292 3.063
35 O -1.085 2.139 3.114
36 C -0.500 2.067 1.812
37 C 0.134 3.396 1.418
38 O -0.853 4.413 1.243
39 C -0.927 5.291 2.355
40 H -2.846 2.564 4.061
41 H -2.796 3.072 2.358
42 H -2.958 1.339 2.783
43 H -1.239 1.749 1.069
44 H 0.283 1.304 1.855
45 H 0.639 3.271 0.456
46 H 0.887 3.704 2.152
47 H -0.069 5.969 2.353
48 H -0.964 4.747 3.302
49 H -1.839 5.885 2.260
50 C -6.948 -2.739 0.686
51 O -7.297 -1.615 1.481
52 C -6.612 -1.602 2.732
53 C -5.439 -0.628 2.711
54 O -4.417 -1.063 1.820
55 C -4.440 -0.361 0.584
56 H -7.324 -2.570 -0.326
57 H -5.867 -2.888 0.640
58 H -7.431 -3.638 1.086
59 H -6.279 -2.610 3.005
60 H -7.331 -1.270 3.487
61 H -4.997 -0.589 3.712
62 H -5.775 0.385 2.457
63 H -4.042 0.648 0.723
64 H -5.447 -0.306 0.165
65 H -3.799 -0.892 -0.122

---

# 3
Molecular formula: C19H40P2Pd
Method: DFT, ωB97M-V/def2-TZVPD

Output
HOMO-LUMO gap (spin up / spin down)	0.2288 / 0.2075	hartree
multiplicity	5
total charge	+2
E_HOMO (spin up / spin down)	-11.3697 / -15.4915	eV
energy relative to the best compared isomer or geometry (same formula, charge and spin)	0.000	eV
electronic energy	-1557.63027	Eh
LUMO energy (spin up / spin down)	-5.143 / -9.846	eV

Element x y z (Å)
1 P 2.118 2.952 -0.689
2 P 0.219 1.972 -2.921
3 C 2.460 3.586 -2.426
4 C 1.212 3.530 -3.282
5 H 3.282 2.978 -2.838
6 H 2.798 4.629 -2.322
7 H 0.544 4.392 -3.109
8 H 1.488 3.493 -4.348
9 C 1.045 1.059 -4.305
10 H 0.471 0.146 -4.505
11 H 2.073 0.811 -4.006
12 H 1.056 1.703 -5.199
13 C -1.188 2.593 -3.905
14 H -0.849 2.923 -4.896
15 H -1.624 3.439 -3.361
16 H -1.922 1.787 -4.000
17 C 3.891 2.970 -0.273
18 H 3.990 2.782 0.800
19 H 4.339 3.936 -0.537
20 H 4.372 2.168 -0.843
21 C 1.761 4.668 -0.086
22 H 0.785 4.988 -0.477
23 H 2.555 5.340 -0.451
24 H 1.755 4.651 1.011
25 Pd -1.126 -1.681 1.810
26 C -1.866 -0.579 -0.038
27 C -0.834 -1.442 -0.415
28 C 0.578 -1.073 -0.716
29 C 1.571 -1.173 0.475
30 C 1.007 -0.798 1.791
31 C 0.097 0.229 2.014
32 C -0.381 1.225 1.018
33 C -1.720 0.858 0.311
34 C -0.768 -2.082 3.750
35 H -2.885 -0.918 -0.244
36 H -1.141 -2.422 -0.805
37 H 0.669 -0.098 -1.230
38 H 0.924 -1.812 -1.460
39 H 1.903 -2.228 0.508
40 H 2.470 -0.578 0.248
41 H 1.495 -1.232 2.664
42 H -0.091 0.505 3.057
43 H 0.387 1.513 0.275
44 H -0.580 2.156 1.574
45 H -2.523 1.140 1.022
46 H -1.861 1.495 -0.581
47 H -1.727 -2.145 4.294
48 H -0.135 -1.262 4.134
49 H -0.228 -3.048 3.802
50 C -1.204 -5.087 1.598
51 C -2.538 -4.536 2.074
52 C -2.752 -4.745 3.566
53 C -2.671 -3.056 1.699
54 H -0.391 -4.508 2.055
55 H -1.135 -5.015 0.509
56 H -1.100 -6.140 1.889
57 H -3.340 -5.060 1.534
58 H -1.940 -4.264 4.111
59 H -3.702 -4.320 3.911
60 H -2.752 -5.809 3.816
61 H -3.437 -2.570 2.309
62 H -2.903 -2.938 0.637

---

# 4
Molecular formula: C19H40P2Pt
Method: DFT, ωB97M-V/def2-TZVPD

Output
HOMO-LUMO gap (spin up / spin down)	0.2223 / 0.1763	hartree
multiplicity	5
total charge	+2
E_HOMO (spin up / spin down)	-10.6995 / -14.4007	eV
energy relative to the best compared isomer or geometry (same formula, charge and spin)	0.749	eV
electronic energy	-1549.09880	Eh
LUMO energy (spin up / spin down)	-4.650 / -9.603	eV

Element x y z (Å)
1 P 0.291 -4.318 1.940
2 P 0.699 4.473 0.137
3 C -0.146 -2.763 1.332
4 C 1.008 2.901 -0.973
5 H -1.107 -2.580 0.827
6 H 0.592 -1.975 1.128
7 H 1.906 3.242 -1.517
8 H 1.432 2.147 -0.294
9 C -0.945 4.953 -0.498
10 H -1.247 5.797 0.132
11 H -1.677 4.154 -0.343
12 H -0.933 5.236 -1.564
13 C 1.701 5.702 -0.751
14 H 1.236 5.992 -1.702
15 H 2.705 5.293 -0.912
16 H 1.776 6.557 -0.049
17 C -0.808 -5.603 1.310
18 H -1.018 -6.369 2.068
19 H -0.350 -6.090 0.438
20 H -1.753 -5.141 1.000
21 C 1.966 -4.804 1.472
22 H 2.570 -3.899 1.348
23 H 1.933 -5.341 0.517
24 H 2.429 -5.447 2.230
25 Pt -0.799 -0.186 -0.660
26 C 0.041 2.231 -2.025
27 C -1.234 1.467 -1.684
28 C -1.937 1.036 -3.017
29 C -1.524 -0.370 -3.498
30 C -0.860 -1.197 -2.402
31 C 0.530 -0.891 -1.996
32 C 1.426 0.085 -2.734
33 C 0.871 1.462 -3.099
34 C 0.239 -4.430 3.744
35 H -0.335 3.128 -2.570
36 H -1.899 2.152 -1.129
37 H -1.741 1.797 -3.782
38 H -3.013 1.031 -2.823
39 H -2.433 -0.924 -3.795
40 H -0.889 -0.298 -4.397
41 H -1.155 -2.260 -2.317
42 H 1.107 -1.759 -1.659
43 H 1.767 -0.393 -3.669
44 H 2.342 0.217 -2.133
45 H 1.739 2.088 -3.339
46 H 0.285 1.431 -4.028
47 H 0.794 -3.584 4.169
48 H 0.720 -5.357 4.088
49 H -0.800 -4.377 4.095
50 C -1.655 -0.234 2.959
51 C -0.520 0.662 2.515
52 C 0.842 0.263 3.099
53 C -0.474 1.017 1.027
54 H -1.595 -1.242 2.544
55 H -2.614 0.216 2.684
56 H -1.614 -0.307 4.053
57 H -0.733 1.633 2.982
58 H 1.167 -0.727 2.767
59 H 1.613 0.998 2.832
60 H 0.749 0.244 4.195
61 H 0.534 1.420 0.869
62 H -1.201 1.842 0.859

---

# 5
Molecular formula: C19H41BBr2IN2O3
Method: DFT, ωB97M-V/def2-TZVPD

Output
HOMO-LUMO gap	0.2620	hartree
multiplicity	1
total charge	-1
E_HOMO	-4.8688	eV
electronic energy	-6554.43179	Eh
LUMO energy	2.260	eV

Element x y z (Å)
1 C -1.652 -4.274 -0.449
2 C -2.784 -3.375 -0.927
3 C -2.377 -2.448 -2.098
4 N -2.084 -1.077 -1.737
5 C -0.663 -0.823 -1.525
6 O -0.413 0.270 -0.750
7 B 1.090 0.471 -0.829
8 C 1.751 -0.491 0.322
9 C 1.128 -0.239 1.726
10 C 0.503 -1.467 2.387
11 O -0.742 -1.191 3.028
12 C -1.786 -0.955 2.097
13 C 1.567 2.074 -0.674
14 I 2.503 2.833 -2.500
15 C 2.603 2.348 0.416
16 C 2.722 3.863 0.777
17 O 1.341 0.029 -2.250
18 C 0.216 -0.591 -2.785
19 C -0.391 0.058 -4.025
20 C -0.798 1.544 -3.966
21 C -2.179 1.876 -3.346
22 C -2.055 2.787 -2.121
23 C -3.170 2.636 -1.092
24 N -2.813 3.224 0.216
25 H -1.999 -5.093 0.175
26 H -1.087 -4.679 -1.282
27 H -0.963 -3.686 0.150
28 H -3.147 -2.745 -0.122
29 H -3.596 -4.021 -1.249
30 H -1.515 -2.877 -2.596
31 H -3.185 -2.483 -2.830
32 H -2.628 -0.781 -0.938
33 H -0.241 -1.762 -1.122
34 H 2.828 -0.356 0.398
35 H 1.615 -1.549 0.102
36 H 0.443 0.600 1.719
37 H 1.952 0.062 2.372
38 H 0.406 -2.311 1.699
39 H 1.145 -1.783 3.199
40 H -2.741 -1.074 2.600
41 H -1.755 0.055 1.700
42 H -1.689 -1.660 1.271
43 H 0.706 2.698 -0.453
44 H 3.572 2.015 0.075
45 H 2.356 1.825 1.332
46 H 2.526 4.002 1.836
47 H 1.986 4.418 0.211
48 H 3.725 4.216 0.571
49 H 0.538 -1.590 -3.133
50 H -1.285 -0.517 -4.272
51 H 0.287 -0.048 -4.867
52 H -0.045 2.155 -3.484
53 H -0.838 1.884 -5.000
54 H -2.762 0.991 -3.136
55 H -2.736 2.446 -4.087
56 H -2.091 3.820 -2.470
57 H -1.105 2.665 -1.625
58 H -4.026 3.202 -1.451
59 H -3.445 1.598 -0.955
60 H -1.808 3.351 0.280
61 H -3.207 4.153 0.293
62 Br 6.024 -0.793 5.345
63 C 4.156 -1.043 5.834
64 C 3.740 -2.485 5.725
65 Br 3.468 -3.011 3.875
66 H 3.573 -0.391 5.191
67 H 4.080 -0.701 6.864
68 H 2.779 -2.638 6.213
69 H 4.473 -3.165 6.145

---

# 6
Molecular formula: C19H41BrN5O8
Method: DFT, ωB97M-V/def2-TZVPD

Output
HOMO-LUMO gap	0.2420	hartree
multiplicity	1
total charge	+1
E_HOMO	-10.7658	eV
electronic energy	-4197.53502	Eh
LUMO energy	-4.181	eV

Element x y z (Å)
1 C -6.959 4.717 1.555
2 C -6.745 3.608 0.327
3 O -7.225 4.008 -0.883
4 N -6.085 2.234 0.547
5 C -7.053 1.257 -0.081
6 N -4.825 2.194 -0.027
7 C -4.080 3.346 -0.682
8 N -2.689 3.031 -1.201
9 C -2.603 1.571 -0.802
10 N -1.432 0.907 -1.071
11 N -3.888 1.151 -0.122
12 C -4.040 -0.259 0.403
13 C -3.648 -1.439 -0.686
14 O -3.917 -1.353 -2.016
15 Br -2.662 -3.143 -0.152
16 H -6.701 4.281 2.609
17 H -6.406 5.718 1.287
18 H -8.126 4.968 1.528
19 H -8.156 1.715 -0.055
20 H -6.749 1.032 -1.189
21 H -7.112 0.291 0.606
22 H -4.369 4.468 -0.855
23 H -1.378 0.064 -1.711
24 H -0.510 1.263 -0.698
25 H -5.102 -0.524 0.818
26 H -3.288 -0.407 1.319
27 C -1.660 -5.805 -2.165
28 O -0.812 -6.373 -1.174
29 C -1.139 -7.738 -0.898
30 C -0.167 -8.695 -1.596
31 O -0.310 -8.633 -3.018
32 C 0.712 -7.854 -3.630
33 H -1.217 -4.861 -2.494
34 H -1.769 -6.458 -3.035
35 H -2.643 -5.597 -1.732
36 H -2.178 -7.955 -1.178
37 H -1.050 -7.874 0.185
38 H -0.408 -9.718 -1.295
39 H 0.868 -8.492 -1.297
40 H 1.649 -8.421 -3.640
41 H 0.864 -6.901 -3.116
42 H 0.415 -7.648 -4.662
43 C 2.222 -1.939 -0.860
44 O 1.939 -0.553 -0.708
45 C 2.038 -0.125 0.655
46 C 3.361 0.604 0.912
47 O 4.475 -0.285 0.794
48 C 5.150 -0.142 -0.452
49 H 2.359 -2.145 -1.925
50 H 3.132 -2.233 -0.330
51 H 1.375 -2.529 -0.497
52 H 1.914 -0.973 1.340
53 H 1.212 0.571 0.831
54 H 3.359 0.978 1.940
55 H 3.473 1.464 0.242
56 H 5.745 0.778 -0.443
57 H 4.454 -0.122 -1.294
58 H 5.823 -0.994 -0.577
59 C 5.338 3.217 2.754
60 O 5.100 3.855 1.505
61 C 3.978 4.743 1.555
62 C 4.429 6.202 1.673
63 O 5.064 6.449 2.931
64 C 6.483 6.482 2.822
65 H 6.325 2.749 2.716
66 H 5.324 3.926 3.587
67 H 4.588 2.438 2.918
68 H 3.301 4.470 2.374
69 H 3.432 4.618 0.614
70 H 3.546 6.845 1.630
71 H 5.087 6.479 0.841
72 H 6.793 7.424 2.358
73 H 6.869 5.640 2.241
74 H 6.905 6.431 3.830